Molecular formula: C2H11N3
Method: DFT, ωB97M-V with the def2-TZVPD basis set

- HOMO level: -8.12 eV
- Kohn-Sham gap: 9.038 eV
- Relative energy (zero: lowest compared OMol25 entry of this formula, charge and spin): 377.4 kJ/mol
- Lowest unoccupied orbital energy: 0.915 eV

The geometry in ORCA input format:
```
! RIJCOSX wB97M-V def2-TZVPD def2/J DEFGRID3
* xyz 0 1
C 2.49 0.80 0.97
N 1.19 -0.95 -0.06
N 0.87 -0.62 -1.24
H 2.23 -0.41 0.42
H -0.03 -0.14 -1.40
H 1.51 -0.72 -2.04
H 1.71 1.55 0.85
H 2.69 0.59 2.01
H 3.38 1.06 0.41
C -2.71 -0.53 -0.13
N -1.57 0.38 -0.08
H -1.85 1.30 0.24
H -0.87 0.02 0.58
H -3.44 -0.15 -0.86
H -3.23 -0.67 0.82
H -2.37 -1.51 -0.48
*
```

The computed Mulliken charges, all in e, follow: number 1, C, carries -0.90; number 2, N, carries -0.60; number 3, N, carries 0.04; number 4, H, carries 0.22; number 5, H, carries 0.29; number 6, H, carries 0.20; number 7, H, carries 0.16; number 8, H, carries 0.27; number 9, H, carries 0.32; number 10, C, carries -0.76; number 11, N, carries -0.55; number 12, H, carries 0.19; number 13, H, carries 0.25; number 14, H, carries 0.30; number 15, H, carries 0.28; number 16, H, carries 0.27

Molecular formula: C45H108N14O13
Method: DFT, ωB97M-V with the def2-TZVPD basis set

- HOMO level: -8.00 eV
- Kohn-Sham gap: 8.161 eV
- Relative energy (zero: lowest compared OMol25 entry of this formula, charge and spin): 153.0 kJ/mol
- Lowest unoccupied orbital energy: 0.160 eV
- SMILES string: CC1(C)CCCC(C)(C)N1O.CC1(C)CCCC(C)(C)N1O.CC1(C)CCCC(C)(C)N1O.CC1(C)CCCC(C)(C)N1O.NC(N)=O.NC(N)=O.NC(N)=O.NC(N)=O.NC(N)=O.OCCO.OCCO

The geometry in ORCA input format:
```
! RIJCOSX wB97M-V def2-TZVPD def2/J DEFGRID3
* xyz 0 1
C 3.51 3.00 6.06
C 2.91 3.29 4.68
C 2.50 1.96 4.04
C 1.65 4.16 4.81
C 1.91 5.66 4.99
C 2.91 6.19 3.95
C 4.20 5.37 3.80
C 4.91 5.69 2.44
C 5.09 5.81 4.98
N 3.86 3.95 3.75
O 5.03 3.18 3.57
H 3.61 3.87 6.70
H 2.92 2.24 6.59
H 4.53 2.66 5.89
H 1.75 1.48 4.66
H 2.17 2.14 3.02
H 3.38 1.32 3.95
H 1.05 4.05 3.90
H 0.93 3.87 5.57
H 0.94 6.09 4.77
H 2.27 5.78 6.01
H 3.22 7.15 4.36
H 2.40 6.27 2.99
H 4.47 5.01 1.70
H 5.99 5.61 2.44
H 4.56 6.69 2.20
H 4.56 5.79 5.93
H 5.35 6.85 4.76
H 6.06 5.32 5.00
H 5.03 2.96 2.63
C -1.49 -3.19 2.66
C -2.58 -2.40 3.42
C -3.69 -2.09 2.40
C -3.23 -3.33 4.47
C -2.39 -3.54 5.74
C -1.98 -2.18 6.37
C -1.29 -1.23 5.38
C -1.45 0.18 5.93
C 0.19 -1.58 5.11
N -2.06 -1.20 4.11
O -1.52 -0.28 3.19
H -1.70 -3.46 1.62
H -0.57 -2.61 2.56
H -1.34 -4.21 3.04
H -3.86 -2.96 1.75
H -4.66 -1.76 2.76
H -3.33 -1.36 1.67
H -4.28 -3.10 4.69
H -3.33 -4.37 4.13
H -2.86 -4.24 6.43
H -1.48 -4.11 5.54
H -1.23 -2.54 7.08
H -2.74 -1.70 6.98
H -1.02 0.16 6.95
H -2.50 0.43 6.06
H -0.90 0.99 5.45
H 0.44 -1.81 4.07
H 0.51 -2.47 5.66
H 0.96 -0.89 5.46
H -1.06 -0.93 2.63
C -2.45 -4.51 -1.28
C -3.74 -4.26 -2.09
C -3.28 -3.78 -3.47
C -4.42 -5.66 -2.17
C -5.92 -5.67 -2.49
C -6.58 -4.55 -1.72
C -5.99 -3.18 -1.80
C -6.18 -2.70 -3.28
C -6.74 -2.22 -0.89
N -4.56 -3.28 -1.37
O -3.84 -2.08 -1.18
H -1.80 -5.24 -1.76
H -2.03 -3.56 -0.93
H -2.77 -5.00 -0.35
H -4.07 -3.91 -4.21
H -2.99 -2.74 -3.64
H -2.47 -4.41 -3.84
H -3.92 -6.23 -2.96
H -4.26 -6.23 -1.25
H -6.05 -5.44 -3.56
H -6.48 -6.59 -2.33
H -6.52 -4.85 -0.67
H -7.66 -4.54 -1.90
H -6.14 -3.52 -4.00
H -5.41 -2.04 -3.68
H -7.07 -2.08 -3.42
H -7.82 -2.33 -1.06
H -6.44 -1.20 -1.12
H -6.62 -2.58 0.13
H -4.36 -1.67 -0.48
C 4.28 -1.48 -4.10
C 3.94 -0.13 -4.71
C 4.95 0.93 -4.14
C 4.06 -0.18 -6.22
C 3.65 1.09 -6.94
C 2.18 1.42 -6.59
C 1.84 1.40 -5.07
C 2.19 2.76 -4.48
C 0.33 1.13 -4.98
N 2.55 0.27 -4.42
O 2.34 0.25 -3.02
H 3.49 -2.24 -4.11
H 4.88 -2.12 -4.75
H 4.82 -1.40 -3.16
H 5.82 0.49 -3.65
H 5.35 1.67 -4.84
H 4.50 1.52 -3.34
H 5.02 -0.48 -6.66
H 3.34 -0.92 -6.60
H 4.25 1.98 -6.71
H 3.80 1.01 -8.01
H 1.39 0.99 -7.21
H 2.19 2.47 -6.88
H 3.26 2.93 -4.63
H 2.15 2.71 -3.39
H 1.65 3.58 -4.94
H -0.01 1.16 -3.94
H -0.16 0.29 -5.47
H -0.09 1.99 -5.51
H 2.86 0.98 -2.65
N 0.61 -2.19 -3.49
C 0.70 -3.20 -4.36
N 1.27 -2.93 -5.57
O 0.18 -4.31 -4.16
H 0.17 -2.35 -2.61
H 0.97 -1.28 -3.73
H 1.58 -1.98 -5.68
H 1.23 -3.61 -6.30
N 0.85 4.28 -1.14
C 0.90 3.92 0.19
N 1.86 4.50 0.92
O 0.10 3.08 0.65
H 1.71 4.65 -1.49
H 0.13 3.79 -1.65
H 1.84 4.36 1.91
H 2.51 5.12 0.46
N -4.29 1.46 2.56
C -5.28 1.65 1.69
N -6.37 0.84 1.72
O -5.28 2.71 1.03
H -3.43 1.96 2.62
H -4.45 0.78 3.30
H -7.05 0.99 1.00
H -6.39 0.11 2.41
N -2.57 2.45 -3.77
C -3.12 1.40 -4.43
N -3.56 0.41 -3.61
O -3.24 1.36 -5.66
H -2.31 3.31 -4.21
H -2.44 2.30 -2.78
H -3.68 -0.46 -4.09
H -3.27 0.56 -2.66
N 3.18 1.90 -0.73
C 4.17 1.78 0.22
N 3.89 0.65 0.92
O 5.14 2.53 0.32
H 3.30 2.81 -1.16
H 2.21 1.78 -0.45
H 4.53 0.35 1.64
H 3.12 0.09 0.65
O 1.91 -3.21 0.05
C 3.02 -2.37 -0.33
C 4.35 -2.95 0.18
O 4.58 -2.38 1.45
H 1.95 -4.06 -0.40
H 2.97 -2.39 -1.42
H 2.83 -1.40 0.07
H 5.04 -2.60 -0.60
H 4.39 -4.04 0.26
H 5.46 -2.59 1.79
O -1.23 1.44 -1.19
C -1.32 0.28 -0.34
C -0.02 -0.46 -0.09
O 0.90 0.18 0.80
H -0.94 2.14 -0.59
H -1.71 0.68 0.61
H -2.00 -0.49 -0.71
H 0.57 -0.56 -1.02
H -0.17 -1.49 0.23
H 0.55 1.02 1.15
*
```

These are the Mulliken partial charges, in e, on atoms 1 to 99: number 1, C, carries -1.85; number 2, C, carries 1.59; number 3, C, carries -1.78; number 4, C, carries -0.91; number 5, C, carries -1.17; number 6, C, carries -1.10; number 7, C, carries 1.30; number 8, C, carries -1.34; number 9, C, carries -1.92; number 10, N, carries 1.53; number 11, O, carries -0.69; number 12, H, carries 0.29; number 13, H, carries 0.43; number 14, H, carries 0.42; number 15, H, carries 0.25; number 16, H, carries -0.04; number 17, H, carries 0.42; number 18, H, carries 0.25; number 19, H, carries 0.51; number 20, H, carries 0.44; number 21, H, carries 0.35; number 22, H, carries 0.48; number 23, H, carries 0.40; number 24, H, carries 0.01; number 25, H, carries 0.35; number 26, H, carries 0.42; number 27, H, carries 0.32; number 28, H, carries 0.52; number 29, H, carries 0.37; number 30, H, carries 0.26; number 31, C, carries -0.95; number 32, C, carries 1.87; number 33, C, carries -1.72; number 34, C, carries -1.24; number 35, C, carries -0.82; number 36, C, carries -1.29; number 37, C, carries 2.21; number 38, C, carries -2.21; number 39, C, carries -1.59; number 40, N, carries 0.00; number 41, O, carries 0.44; number 42, H, carries -0.11; number 43, H, carries -0.16; number 44, H, carries 0.40; number 45, H, carries 0.61; number 46, H, carries 0.27; number 47, H, carries -0.24; number 48, H, carries 0.48; number 49, H, carries 0.41; number 50, H, carries 0.50; number 51, H, carries 0.27; number 52, H, carries 0.46; number 53, H, carries 0.40; number 54, H, carries 0.53; number 55, H, carries 0.44; number 56, H, carries 0.22; number 57, H, carries 0.12; number 58, H, carries 0.38; number 59, H, carries 0.46; number 60, H, carries -0.16; number 61, C, carries -1.51; number 62, C, carries 1.23; number 63, C, carries -1.40; number 64, C, carries -1.18; number 65, C, carries -0.81; number 66, C, carries -1.43; number 67, C, carries 2.17; number 68, C, carries -1.45; number 69, C, carries -2.37; number 70, N, carries -0.22; number 71, O, carries 1.05; number 72, H, carries 0.50; number 73, H, carries -0.40; number 74, H, carries 0.58; number 75, H, carries 0.39; number 76, H, carries -0.10; number 77, H, carries 0.49; number 78, H, carries 0.37; number 79, H, carries 0.46; number 80, H, carries 0.34; number 81, H, carries 0.45; number 82, H, carries 0.42; number 83, H, carries 0.36; number 84, H, carries 0.26; number 85, H, carries 0.05; number 86, H, carries 0.44; number 87, H, carries 0.58; number 88, H, carries 0.51; number 89, H, carries 0.26; number 90, H, carries -0.03; number 91, C, carries -1.68; number 92, C, carries 1.62; number 93, C, carries -1.59; number 94, C, carries -1.04; number 95, C, carries -0.88; number 96, C, carries -1.38; number 97, C, carries 2.08; number 98, C, carries -1.57; number 99, C, carries -2.07

- Among the records above, which one has the lowest relative energy (zero: lowest compared OMol25 entry of this formula, charge and spin)?
  C45H108N14O13